This record from OMol25 describes CuF2Zn2 as an isolated structure. The level of theory is the ωB97M-V functional and the def2-TZVPD basis.

Geometry (Å):
Cu: 6.5861 -36.3750 -20.2334
Zn: 7.1396 -32.6505 -21.7701
Zn: 9.9293 -34.7581 -23.4850
F: 8.9156 -33.1357 -23.4600
F: 7.3746 -34.5957 -21.0977

Cartesian forces (eV/Å) of the 3 atoms listed first:
0.203 1.164 -0.078
0.948 -0.257 -0.750
0.277 1.733 -1.132

## Properties
F_max in eV/Å: 2.30
Multiplicity: 2
Gap between HOMO and LUMO (alpha / beta) in eV: 9.76 / 6.11
<S²>: 0.75
Total charge: +4
Energy relative to the best compared isomer or geometry (same formula, charge and spin) in kJ/mol: 0.0
LUMO (alpha / beta) in eV: -21.052 / -24.693
Electronic energy in Eh: -5396.60822
HOMO level (alpha / beta) in eV: -30.81 / -30.80